[1]
This record from the OMol25 dataset describes 3 unconnected molecules or ions with the total composition C23H52B2FN2O6. The level of theory is wB97M-V/def2-TZVPD.

ORCA input file:
```
! wB97M-V def2-TZVPD RIJCOSX def2/J DEFGRID3
* xyz -1 1
C 0.188 -5.066 -0.334
C -0.625 -4.179 -0.242
C -1.477 -3.029 0.042
B -0.628 -1.607 0.229
F -0.430 -1.074 -1.112
C 0.791 -1.779 1.030
C 2.025 -1.684 0.122
C 3.311 -1.306 0.864
C 4.533 -0.961 -0.042
C 4.363 -1.209 -1.546
C 3.707 -0.042 -2.323
C 2.605 -0.530 -3.281
C -1.637 -0.552 1.059
B -1.127 0.888 0.904
O -1.284 1.628 -0.256
O -0.405 1.520 1.971
H 0.891 -5.860 -0.383
H -2.119 -2.856 -0.830
H -2.104 -3.244 0.910
H 0.891 -1.007 1.810
H 0.844 -2.730 1.574
H 2.178 -2.663 -0.339
H 1.850 -0.931 -0.646
H 3.077 -0.416 1.461
H 3.599 -2.076 1.583
H 5.380 -1.566 0.295
H 4.827 0.078 0.128
H 5.371 -1.333 -1.958
H 3.837 -2.139 -1.756
H 4.454 0.478 -2.926
H 3.274 0.667 -1.615
H 2.921 -1.468 -3.745
H 2.397 0.191 -4.074
H 1.673 -0.735 -2.752
H -1.729 -0.850 2.107
H -2.635 -0.634 0.600
H -0.545 2.241 -0.338
H 0.535 1.470 1.756
C -3.457 -1.791 -7.687
O -2.517 -2.153 -6.702
C -2.279 -1.142 -5.721
C -2.790 -1.561 -4.362
N -4.251 -1.606 -4.340
C -4.802 -2.198 -3.125
C -4.494 -3.663 -2.842
O -5.106 -4.582 -3.736
C -4.385 -4.833 -4.925
H -3.460 -2.578 -8.441
H -4.469 -1.700 -7.276
H -3.186 -0.846 -8.170
H -2.730 -0.194 -6.030
H -1.198 -0.998 -5.658
H -2.443 -0.843 -3.615
H -2.339 -2.532 -4.122
H -4.578 -2.133 -5.140
H -5.889 -2.090 -3.170
H -4.458 -1.605 -2.272
H -4.908 -3.893 -1.858
H -3.416 -3.847 -2.774
H -3.306 -4.762 -4.768
H -4.676 -4.151 -5.730
H -4.624 -5.848 -5.247
C 2.249 4.156 8.200
O 2.967 3.894 7.014
C 2.564 2.704 6.338
C 1.901 3.022 5.016
N 0.604 3.650 5.214
C -0.008 4.170 3.991
C 0.699 5.314 3.276
O 0.716 6.542 3.990
C 1.776 6.692 4.911
H 2.724 5.006 8.687
H 1.202 4.411 7.997
H 2.279 3.299 8.881
H 1.900 2.106 6.968
H 3.467 2.117 6.147
H 1.759 2.091 4.459
H 2.594 3.656 4.444
H 0.701 4.406 5.880
H -1.010 4.514 4.257
H -0.134 3.341 3.290
H 0.138 5.514 2.359
H 1.716 5.046 2.966
H 2.678 6.170 4.580
H 1.504 6.336 5.909
H 1.999 7.757 4.988
*
```

Energy relative to the best compared isomer or geometry (same formula, charge and spin) (eV): 0.000
Strongest force on any atom (eV Å⁻¹): 0.8
Kohn-Sham gap (eV): 7.54
HOMO (eV): -5.133
DFT total energy (Eh): -1618.1206
Lowest unoccupied orbital energy (eV): 2.41

=====

[2]
This record from the OMol25 dataset describes 11 unconnected molecules or ions with the total composition C23H52Br2N11O23S. The level of theory is wB97M-V/def2-TZVPD.

ORCA input file:
```
! wB97M-V def2-TZVPD RIJCOSX def2/J DEFGRID3
* xyz 0 2
C 2.122 -0.309 1.770
C 1.790 -1.738 1.175
Br 2.396 -3.314 2.240
C 1.131 -1.922 -0.058
Br 0.895 -3.827 -0.599
C 0.645 -0.682 -0.969
S -0.365 -1.358 -2.413
C -1.108 0.026 -3.427
O 0.481 -2.145 -3.379
O -1.574 -2.133 -1.910
C 1.984 -0.023 -1.545
C 1.916 1.530 -1.889
C 3.079 2.350 -1.114
C 2.351 1.646 -3.451
N 0.579 2.161 -1.802
O 0.570 3.418 -2.130
C -0.171 1.867 -0.559
C -1.682 2.416 -0.825
C 0.321 2.724 0.723
C -0.336 0.318 -0.200
H 2.152 0.528 1.015
H 1.262 -0.041 2.504
H 3.064 -0.313 2.420
H -1.994 0.498 -2.890
H -1.534 -0.474 -4.363
H -0.340 0.777 -3.774
H 2.307 -0.605 -2.478
H 2.847 -0.164 -0.808
H 4.070 2.085 -1.625
H 3.197 2.037 -0.034
H 2.943 3.473 -1.203
H 2.389 2.721 -3.803
H 3.435 1.272 -3.484
H 1.765 0.948 -4.121
H -2.444 1.865 -0.198
H -1.935 2.430 -1.938
H -1.646 3.518 -0.520
H -0.381 2.410 1.567
H 0.174 3.842 0.549
H 1.379 2.484 1.039
H -0.305 0.237 0.933
H -1.400 0.004 -0.491
C -3.424 4.648 3.607
N -2.484 3.914 2.722
O -1.387 4.407 2.536
O -2.882 2.866 2.246
H -2.939 5.556 3.957
H -4.310 4.886 3.019
H -3.668 3.994 4.442
C -2.260 -4.988 -2.511
N -2.718 -6.213 -1.806
O -2.273 -6.418 -0.691
O -3.510 -6.928 -2.396
H -1.565 -4.452 -1.871
H -1.773 -5.303 -3.433
H -3.140 -4.380 -2.717
C 0.057 -0.901 5.475
N -0.404 0.407 4.957
O -0.518 1.318 5.753
O -0.636 0.472 3.760
H 0.225 -0.822 6.547
H -0.722 -1.631 5.261
H 0.982 -1.145 4.954
C -3.737 -1.282 1.470
N -4.799 -0.348 1.016
O -4.906 -0.160 -0.183
O -5.487 0.163 1.879
H -3.206 -1.661 0.598
H -3.064 -0.723 2.119
H -4.221 -2.095 2.009
C 6.142 -4.007 0.535
N 6.209 -2.722 1.276
O 6.465 -1.717 0.638
O 6.003 -2.767 2.476
H 6.345 -3.816 -0.516
H 6.894 -4.668 0.962
H 5.139 -4.410 0.667
C -4.448 -2.211 -5.417
N -3.802 -1.226 -6.322
O -4.335 -1.014 -7.392
O -2.777 -0.700 -5.921
H -5.343 -2.595 -5.900
H -3.732 -3.011 -5.237
H -4.700 -1.692 -4.493
C 9.221 -4.319 3.870
N 8.428 -5.206 2.980
O 8.710 -5.210 1.793
O 7.552 -5.866 3.501
H 9.961 -3.795 3.271
H 8.529 -3.617 4.332
H 9.703 -4.949 4.616
C -4.578 -8.868 -0.404
N -5.232 -9.434 0.805
O -4.755 -10.449 1.279
O -6.203 -8.837 1.235
H -3.733 -9.498 -0.673
H -5.318 -8.855 -1.202
H -4.245 -7.863 -0.157
C -1.543 6.520 -2.049
N -2.287 7.296 -1.023
O -1.939 8.448 -0.828
O -3.194 6.723 -0.451
H -0.768 7.153 -2.474
H -1.104 5.655 -1.552
H -2.256 6.217 -2.814
C 0.263 10.241 1.078
N 1.531 10.212 1.853
O 2.490 10.793 1.380
O 1.517 9.605 2.907
H 0.422 10.813 0.167
H -0.004 9.212 0.846
H -0.492 10.714 1.703
*
```

Strongest force on any atom (eV Å⁻¹): 4.5
Kohn-Sham gap (alpha / beta) (eV): 8.79 / 8.91
HOMO (alpha / beta) (eV): -9.184 / -9.535
DFT total energy (Eh): -8785.4589
Lowest unoccupied orbital energy (alpha / beta) (eV): -0.40 / -0.63

=====

[3]
This record from the OMol25 dataset describes 5 unconnected molecules or ions with the total composition C23H52O10. The level of theory is wB97M-V/def2-TZVPD.

ORCA input file:
```
! wB97M-V def2-TZVPD RIJCOSX def2/J DEFGRID3
* xyz 0 1
C -0.779 -0.267 3.625
C -0.342 0.960 2.593
O 1.083 1.243 2.867
C 1.743 1.814 1.651
O 2.207 0.794 0.700
C 1.390 0.743 -0.521
O 0.999 1.790 -1.263
O 0.984 -0.601 -1.053
C 1.102 -1.632 -0.012
O 2.464 -2.184 0.110
C 2.910 -2.259 1.510
C 2.361 -3.318 2.647
O 3.898 -1.419 1.920
H -1.317 0.225 4.550
H -1.404 -1.113 3.106
H 0.239 -0.716 4.057
H -0.562 0.636 1.486
H -1.015 1.880 2.870
H 2.727 2.349 2.065
H 1.087 2.667 1.192
H 0.414 -2.540 -0.368
H 0.637 -1.291 1.025
H 1.318 -3.783 2.382
H 3.215 -4.142 2.757
H 2.359 -2.748 3.694
C -4.930 -1.428 -2.454
C -3.902 -0.878 -1.479
O -2.759 -1.716 -1.327
C -1.994 -1.964 -2.504
C -1.430 -0.703 -3.136
H -5.263 -2.424 -2.139
H -5.801 -0.765 -2.506
H -4.524 -1.524 -3.463
H -4.365 -0.797 -0.490
H -3.595 0.134 -1.758
H -2.587 -2.537 -3.225
H -1.161 -2.613 -2.207
H -2.218 -0.019 -3.460
H -0.823 -0.954 -4.011
H -0.803 -0.163 -2.418
C 4.125 3.192 6.117
C 4.317 3.561 4.655
O 3.140 4.083 4.042
C 2.602 5.274 4.614
C 3.568 6.446 4.587
H 3.317 2.457 6.224
H 5.046 2.764 6.527
H 3.860 4.059 6.725
H 4.587 2.658 4.098
H 5.150 4.260 4.531
H 2.247 5.077 5.630
H 1.716 5.533 4.023
H 4.471 6.246 5.169
H 3.093 7.340 5.002
H 3.882 6.661 3.560
C -1.555 4.561 -1.666
C -1.413 3.373 -2.604
O -2.622 2.638 -2.777
C -3.728 3.355 -3.321
C -3.457 3.925 -4.703
H -1.911 4.231 -0.682
H -0.592 5.067 -1.541
H -2.271 5.294 -2.042
H -0.681 2.678 -2.181
H -1.016 3.683 -3.575
H -4.049 4.137 -2.625
H -4.560 2.644 -3.389
H -2.639 4.649 -4.694
H -4.348 4.431 -5.086
H -3.180 3.126 -5.399
C -1.649 -6.852 -2.925
C -0.922 -6.628 -1.609
O 0.346 -7.276 -1.543
C 1.309 -6.887 -2.519
C 1.661 -5.410 -2.467
H -1.792 -7.925 -3.105
H -2.629 -6.363 -2.908
H -1.090 -6.451 -3.773
H -1.529 -7.042 -0.798
H -0.812 -5.560 -1.396
H 0.970 -7.178 -3.519
H 2.214 -7.473 -2.319
H 0.795 -4.776 -2.667
H 2.429 -5.176 -3.210
H 2.040 -5.143 -1.474
*
```

Energy relative to the best compared isomer or geometry (same formula, charge and spin) (eV): 0.000
Strongest force on any atom (eV Å⁻¹): 9.1
Kohn-Sham gap (eV): 9.95
HOMO (eV): -9.505
DFT total energy (Eh): -1659.6490
Lowest unoccupied orbital energy (eV): 0.45

=====

[4]
This record from the OMol25 dataset describes a molecular structure, C23H52P4SeTl. The level of theory is wB97M-V/def2-TZVPD.

ORCA input file:
```
! wB97M-V def2-TZVPD RIJCOSX def2/J DEFGRID3
* xyz 3 1
Tl -0.729 -0.073 -0.975
P -3.381 -0.175 -0.473
P 0.103 -2.785 -0.029
P -0.050 2.640 -0.095
H 3.078 -0.945 -1.973
C 3.457 0.040 -1.693
C 4.132 0.142 -0.536
H 4.333 -0.726 0.083
C -3.727 -0.214 -2.274
C -4.129 -1.674 0.239
C -4.252 1.276 0.198
C 1.861 -3.294 0.020
C -0.653 -4.024 1.095
C -0.390 -3.441 -1.665
C 1.648 3.320 -0.077
C -0.891 3.717 1.131
C -0.673 3.308 -1.679
H 3.134 0.936 -2.233
H 4.346 1.101 -0.071
H -4.799 -0.282 -2.492
H -3.213 -1.085 -2.716
H -3.317 0.699 -2.741
H -5.205 -1.763 0.027
H -3.978 -1.639 1.329
H -3.601 -2.553 -0.178
H -5.339 1.233 0.042
H -3.848 2.179 -0.299
H -4.044 1.327 1.277
H 1.970 -4.282 -0.451
H 2.176 -3.359 1.075
H 2.494 -2.559 -0.506
H -0.566 -5.038 0.659
H -1.720 -3.789 1.239
H -0.141 -4.012 2.069
H -0.039 -4.479 -1.721
H 0.061 -2.855 -2.477
H -1.484 -3.422 -1.774
H 1.649 4.327 -0.522
H 2.322 2.665 -0.654
H 2.013 3.383 0.961
H -0.778 4.777 0.853
H -0.457 3.569 2.134
H -1.966 3.475 1.168
H -0.371 4.362 -1.741
H -1.770 3.237 -1.715
H -0.252 2.748 -2.529
C 1.224 0.121 -5.218
C 2.526 -0.152 -4.814
C 3.600 -0.123 -5.705
C 3.349 0.141 -7.070
C 2.029 0.348 -7.490
C 0.969 0.332 -6.596
Se -0.339 0.255 -4.065
H 0.603 -0.007 -2.887
H 2.727 -0.367 -3.773
H 4.626 -0.301 -5.378
H 4.194 0.169 -7.781
H 1.818 0.533 -8.559
H -0.046 0.491 -6.917
C -2.590 0.404 4.388
C -1.191 1.019 4.344
P -0.105 0.203 3.060
C 1.491 1.095 3.376
C 1.904 1.360 4.830
C 0.135 -1.493 3.811
C 0.188 -1.650 5.333
H -3.080 0.458 3.408
H -3.215 0.979 5.077
H -2.562 -0.641 4.737
H -1.212 2.096 4.095
H -0.696 0.934 5.322
H 2.270 0.524 2.846
H 1.373 2.050 2.830
H 2.233 0.441 5.344
H 2.759 2.055 4.848
H 1.095 1.855 5.392
H -0.723 -2.049 3.412
H 1.034 -1.918 3.334
H -0.675 -1.176 5.825
H 0.150 -2.722 5.581
H 1.122 -1.255 5.752
*
```

Energy relative to the best compared isomer or geometry (same formula, charge and spin) (eV): 1.817
Strongest force on any atom (eV Å⁻¹): 3.3
Kohn-Sham gap (alpha / beta) (eV): 3.10 / 3.79
HOMO (alpha / beta) (eV): -15.368 / -15.347
DFT total energy (Eh): -4845.8006
Lowest unoccupied orbital energy (alpha / beta) (eV): -12.27 / -11.56

=====

[5]
This record from the OMol25 dataset describes 6 unconnected molecules or ions with the total composition C23H53B2N3O9Si. The level of theory is wB97M-V/def2-TZVPD.

ORCA input file:
```
! wB97M-V def2-TZVPD RIJCOSX def2/J DEFGRID3
* xyz 0 1
C 0.401 0.155 4.304
C -0.806 0.747 3.608
O -1.155 1.908 3.814
N -1.555 -0.084 2.699
C -2.472 -0.886 3.520
C -0.661 -0.945 1.899
C -1.390 -1.448 0.667
C -0.673 -2.576 -0.131
C 0.787 -2.846 0.247
Si 1.658 -4.104 -0.884
N 2.070 -3.246 -2.365
C 3.149 -4.774 0.045
B 3.757 -6.102 -0.546
O 4.855 -6.685 0.051
O 3.277 -6.725 -1.680
B 0.294 -5.516 -1.312
N 0.151 -6.762 -0.581
O -0.546 -5.299 -2.403
H 0.281 -0.910 4.468
H 0.518 0.647 5.261
H 1.299 0.350 3.729
H -1.981 -1.295 4.409
H -3.281 -0.259 3.882
H -2.894 -1.702 2.950
H 0.164 -0.314 1.579
H -0.249 -1.749 2.510
H -2.366 -1.811 0.974
H -1.579 -0.597 0.022
H -0.678 -2.263 -1.172
H -1.274 -3.473 -0.023
H 0.841 -3.216 1.271
H 1.348 -1.913 0.234
H 1.864 -2.265 -2.236
H 3.051 -3.287 -2.602
H 2.916 -4.922 1.099
H 3.927 -4.010 0.024
H 5.003 -6.253 0.892
H 3.068 -7.635 -1.468
H -0.557 -7.346 -1.014
H -0.059 -6.660 0.401
H -1.462 -5.327 -2.129
C 6.361 -11.932 0.308
C 5.807 -10.526 0.294
C 6.447 -9.552 -0.665
O 4.894 -10.204 1.017
H 5.819 -12.531 1.036
H 6.258 -12.384 -0.679
H 7.419 -11.914 0.576
H 6.342 -9.919 -1.688
H 7.508 -9.447 -0.432
H 5.964 -8.582 -0.580
C -4.217 3.108 -1.334
C -3.910 1.982 -0.380
C -2.856 2.246 0.670
O -4.479 0.915 -0.443
H -4.986 2.790 -2.035
H -4.577 3.980 -0.789
H -3.318 3.383 -1.889
H -3.157 3.087 1.298
H -1.905 2.483 0.188
H -2.729 1.364 1.294
C 4.269 0.627 -1.060
C 4.649 -0.532 -0.171
C 5.795 -0.312 0.785
O 4.061 -1.587 -0.224
H 3.436 0.341 -1.697
H 3.978 1.485 -0.451
H 5.117 0.912 -1.684
H 5.562 0.509 1.464
H 6.701 -0.063 0.232
H 5.966 -1.217 1.363
C -6.119 8.268 -0.967
C -5.243 7.084 -0.658
C -4.231 7.264 0.449
O -5.336 6.041 -1.263
H -6.799 8.013 -1.777
H -6.700 8.545 -0.085
H -5.499 9.117 -1.262
H -4.739 7.503 1.384
H -3.553 8.081 0.201
H -3.659 6.348 0.576
C -4.737 13.353 -1.473
C -4.359 12.098 -2.220
C -3.929 12.262 -3.656
O -4.401 11.012 -1.692
H -5.026 13.099 -0.456
H -3.890 14.040 -1.444
H -5.572 13.847 -1.971
H -3.051 12.907 -3.711
H -4.733 12.715 -4.238
H -3.686 11.290 -4.077
*
```

Strongest force on any atom (eV Å⁻¹): 2.2
Kohn-Sham gap (eV): 8.77
HOMO (eV): -8.397
DFT total energy (Eh): -2088.9784
Lowest unoccupied orbital energy (eV): 0.37

=====

The highest DFT total energy belongs to which entry? C23H52B2FN2O6

=====

What is the formula in the fifth record? C23H53B2N3O9Si